{
  "formula": "C4H12IN2P",
  "method": "ωB97M-V/def2-TZVPD",
  "homo_energy_ev": -8.12,
  "smiles": "CN(C)P(I)N(C)C",
  "spin_multiplicity": 1,
  "gap_ev": 8.51,
  "de_lowest_kcal_mol": 0.00,
  "species": ["C", "N", "C", "P", "I", "N", "C", "C", "H", "H", "H", "H", "H", "H", "H", "H", "H", "H", "H", "H"],
  "positions_angstrom": [[0.320727, -2.584388, -1.007357], [0.027577, -1.335006, -0.415065], [-0.391767, -1.516918, 1.005807], [1.001303, 0.206402, -0.873269], [2.851754, 0.124516, 0.788784], [0.158798, 1.468728, -0.056298], [0.693355, 2.777178, -0.000563], [-1.265144, 1.304218, -0.045788], [0.543959, -2.451658, -2.169948], [0.986284, -3.150772, -0.370297], [-0.724482, -3.115536, -1.019239], [0.217674, -2.167662, 1.602482], [-0.603683, -0.610515, 1.526759], [-1.420308, -1.972362, 1.042477], [0.107180, 3.426003, -0.656585], [0.369479, 3.159112, 0.979112], [1.824901, 2.843770, -0.203547], [-1.703838, 1.882595, -0.808387], [-1.369542, 0.261349, -0.337014], [-1.624221, 1.450944, 1.017927]],
  "forces_ev_per_a": [[-2.47, -0.60, -2.94], [0.73, 3.95, 1.71], [-1.83, -0.37, -1.22], [-0.90, -1.91, 0.85], [0.53, -0.20, 0.13], [0.72, -2.75, -1.01], [0.43, 1.18, 0.33], [0.57, -1.06, 1.76], [0.21, -0.47, 2.66], [0.66, -0.48, -0.50], [1.89, 0.35, 0.00], [0.84, -0.22, 0.13], [0.64, 0.91, 0.21], [0.75, -0.06, -0.47], [0.45, 0.17, -0.66], [0.95, 0.22, 0.19], [-1.91, -0.08, 0.51], [-1.08, 1.17, -0.58], [-0.96, 0.10, 0.23], [-0.23, 0.16, -1.34]]
}

***

{
  "formula": "C4H12IO2",
  "method": "ωB97M-V/def2-TZVPD",
  "homo_energy_ev": -3.43,
  "total_charge": -1,
  "spin_multiplicity": 1,
  "gap_ev": 7.02,
  "de_lowest_kcal_mol": 99.36,
  "species": ["I", "C", "O", "H", "H", "H", "H", "C", "C", "C", "O", "H", "H", "H", "H", "H", "H", "H", "H"],
  "positions_angstrom": [[1.756390, -4.001450, 18.439180], [4.351160, -2.139940, 18.713560], [4.405540, -3.548290, 18.503560], [3.783120, -2.019410, 19.636010], [5.285780, -1.583450, 18.783420], [3.833070, -1.846560, 17.800530], [3.592820, -3.836690, 18.081760], [-1.056590, -3.233730, 17.987210], [-0.186040, -2.181180, 17.430590], [-0.963520, -1.083340, 16.767820], [0.525890, -1.685360, 18.502540], [-1.554990, -3.685840, 17.129740], [-1.796070, -2.894140, 18.712440], [-0.518920, -4.004650, 18.539200], [0.374010, -2.647730, 16.620170], [-1.798150, -0.646200, 17.315900], [-1.275090, -1.433120, 15.783610], [-0.348670, -0.237790, 16.459440], [1.040630, -2.466420, 18.718330]],
  "forces_ev_per_a": [[1.18, -6.88, 0.13], [-1.05, -1.39, -0.77], [5.04, 0.63, 0.89], [-0.26, 0.79, -0.09], [0.43, -0.64, -0.05], [-0.37, 1.29, 0.44], [0.36, 0.06, -0.46], [-2.26, -1.40, -0.11], [-1.40, 1.18, 0.11], [-0.13, 0.85, -1.15], [-1.02, 4.12, -0.47], [-0.48, -0.49, 0.08], [-0.26, 0.65, -0.21], [-0.51, 0.24, -0.57], [0.77, 0.12, 0.14], [-0.11, -0.34, 0.19], [-0.69, -0.27, 0.02], [0.52, 0.08, 0.45], [0.25, 1.42, 1.44]]
}

***

{
  "formula": "C4H12IO4",
  "method": "ωB97M-V/def2-TZVPD",
  "homo_energy_ev": -4.43,
  "total_charge": -1,
  "spin_multiplicity": 1,
  "gap_ev": 7.54,
  "de_lowest_kcal_mol": 10.00,
  "species": ["I", "C", "C", "O", "O", "H", "H", "H", "H", "H", "H", "C", "C", "O", "O", "H", "H", "H", "H", "H", "H"],
  "positions_angstrom": [[2.360310, 1.381592, 0.611089], [-1.438307, 1.742840, 2.072439], [-1.251563, 1.388963, 3.523848], [0.105750, 1.363954, 3.923672], [-1.246356, 0.556867, 1.256643], [-0.669111, 2.451862, 1.754997], [-2.444952, 2.088497, 1.835765], [-1.670758, 0.394626, 3.716880], [-1.787348, 2.142682, 4.112434], [0.645759, 0.947237, 3.233601], [-0.328850, 0.572813, 0.948782], [0.904512, -1.094529, -2.152867], [0.736839, -1.868976, -3.450192], [-0.533605, -1.631523, -4.053123], [2.203089, -1.333189, -1.655252], [0.183120, -1.443411, -1.397765], [0.742518, -0.012753, -2.216300], [0.784187, -2.946499, -3.278307], [1.505692, -1.515150, -4.137777], [-1.168656, -2.309911, -3.835924], [2.367720, -0.875993, -0.812637]],
  "forces_ev_per_a": [[-0.24, -0.12, 0.16], [0.57, -1.33, -1.08], [0.01, 0.01, 0.06], [0.09, 0.22, 0.16], [-0.17, 0.39, 0.30], [-0.27, 0.39, 0.21], [-0.01, 0.21, 0.23], [-0.39, 0.15, -0.09], [0.28, -0.13, 0.29], [-0.09, 0.15, -0.06], [0.20, 0.02, -0.12], [-0.08, 0.04, 1.45], [-0.49, 0.18, 0.28], [-0.05, 0.79, -0.52], [0.56, -0.72, -0.46], [-0.23, -0.07, -0.26], [-0.13, -0.08, -0.61], [0.71, 0.08, 0.13], [0.00, -0.33, -0.14], [0.08, -0.21, 0.31], [-0.35, 0.36, -0.23]]
}

***

{
  "formula": "C4H12Li2O6",
  "method": "ωB97M-V/def2-TZVPD",
  "homo_energy_ev": 1.29,
  "total_charge": -2,
  "spin_multiplicity": 1,
  "gap_ev": 2.83,
  "de_lowest_kcal_mol": 67.71,
  "species": ["Li", "Li", "O", "C", "C", "O", "H", "H", "H", "H", "O", "C", "C", "O", "H", "H", "H", "H", "O", "H", "H", "O", "H", "H"],
  "positions_angstrom": [[19.190324, -6.229061, 13.351541], [20.358838, -6.669748, 15.669673], [15.703234, -4.701541, 15.083817], [15.782986, -6.135627, 15.268745], [17.073742, -6.939799, 15.901886], [18.343279, -6.435015, 15.496776], [15.448622, -6.522124, 14.305983], [14.946834, -6.426149, 15.904788], [16.996893, -7.972754, 15.562492], [17.069146, -7.000319, 16.990188], [18.796397, -4.117842, 13.426078], [20.105406, -3.631338, 13.188130], [21.237314, -4.559781, 13.902085], [21.116966, -5.937251, 14.028870], [20.052841, -2.565179, 13.408692], [20.276267, -3.634190, 12.111605], [21.330917, -4.023524, 14.846424], [22.186771, -4.399098, 13.391392], [16.396193, -4.466770, 12.211080], [17.270740, -4.200158, 12.494454], [16.058507, -4.991892, 12.936649], [18.462418, -7.112886, 11.548618], [18.232205, -6.723859, 10.704881], [17.720131, -7.677974, 11.762868]],
  "forces_ev_per_a": [[-0.43, 1.50, 0.94], [-1.44, 1.00, -1.12], [0.62, -2.76, 0.84], [0.17, 2.80, 0.46], [0.87, 1.91, -1.82], [0.69, -1.31, 0.02], [0.60, -1.17, -0.83], [-0.52, -0.60, 0.87], [-0.52, -0.71, -0.23], [-0.58, 0.38, 0.57], [1.81, -0.48, -0.56], [-2.35, -2.65, -0.10], [-0.07, 1.65, -0.25], [-1.36, -0.59, 0.36], [1.14, 0.52, 0.89], [0.61, -0.19, -0.99], [0.16, -0.16, 0.93], [0.51, 0.60, -0.46], [-1.14, -0.44, -1.93], [1.33, 0.31, 0.93], [-0.13, 0.38, 1.11], [0.49, -0.57, 0.05], [-0.10, 0.54, 0.08], [-0.35, 0.04, 0.25]]
}

***

{
  "formula": "C4H12N2",
  "method": "ωB97M-V/def2-TZVPD",
  "homo_energy_ev": [1.57, -3.31],
  "total_charge": -1,
  "spin_multiplicity": 2,
  "gap_ev": [1.74, 6.60],
  "de_lowest_kcal_mol": 43.48,
  "species": ["C", "C", "C", "H", "H", "H", "H", "H", "H", "H", "H", "N", "C", "N", "H", "H", "H", "H"],
  "positions_angstrom": [[1.028459, 1.752993, -2.854010], [0.358132, 0.405087, -2.374906], [-0.785036, 0.781699, -1.402689], [0.140564, 2.322155, -3.216716], [1.906251, 1.528249, -3.460076], [1.262992, 2.195793, -1.873366], [1.192613, -0.119691, -1.858994], [-0.099366, -0.135556, -3.230976], [-1.443473, -0.167012, -1.011092], [-0.332440, 1.259525, -0.491216], [-1.644303, 1.275133, -1.805974], [-0.575567, -0.745808, 2.664843], [0.134072, -1.794674, 3.260965], [-0.357457, -2.396165, 4.319111], [-0.587855, 0.169439, 3.069593], [-1.588415, -1.067168, 2.848550], [1.088700, -2.188159, 2.861253], [0.302128, -3.075842, 4.555699]],
  "forces_ev_per_a": [[-2.07, -1.20, 1.58], [-0.20, 0.99, -0.17], [-0.45, -3.26, 2.11], [1.31, 0.09, -0.64], [-0.30, 0.67, -0.28], [0.56, 0.32, -0.60], [-1.04, -0.36, -0.35], [0.75, -0.04, 0.46], [2.24, 1.73, -0.57], [-0.89, -0.26, -0.81], [0.08, 1.30, -0.70], [-2.56, -1.30, -1.23], [2.32, 0.46, -0.87], [-2.16, 0.32, 1.55], [0.58, 0.74, 0.94], [1.21, 0.70, -0.65], [-0.42, 0.72, -0.54], [1.04, -1.61, 0.78]]
}

***

{
  "formula": "C4H12N2",
  "method": "ωB97M-V/def2-TZVPD",
  "homo_energy_ev": [1.49, -5.44],
  "total_charge": -1,
  "spin_multiplicity": 2,
  "gap_ev": [2.64, 9.46],
  "de_lowest_kcal_mol": 27.46,
  "species": ["C", "C", "N", "H", "H", "H", "H", "H", "H", "H", "C", "C", "N", "H", "H", "H", "H", "H"],
  "positions_angstrom": [[-2.327967, -0.954013, 0.607592], [-2.334487, -0.223574, -0.719166], [-1.003888, 0.313138, -1.057295], [-1.801312, -1.908793, 0.592906], [-3.340282, -1.123643, 0.995034], [-1.845948, -0.295277, 1.341069], [-3.020501, 0.620077, -0.663369], [-2.667829, -0.908440, -1.502989], [-0.295309, -0.376258, -0.816397], [-0.989840, 0.468708, -2.060804], [2.320409, -0.554273, 1.259295], [1.651919, 0.416322, 0.645418], [2.109317, 1.033368, -0.556730], [2.951401, -1.208697, 0.672296], [1.975593, -0.723251, 2.270554], [0.754778, 0.868585, 1.057396], [1.305869, 1.453283, -1.030553], [2.693986, 1.833301, -0.321484]],
  "forces_ev_per_a": [[-0.04, 0.66, 0.54], [0.40, -0.26, -0.19], [-0.25, 0.03, 0.54], [0.08, 0.03, -0.15], [-0.05, -0.12, -0.20], [0.06, -0.23, 0.03], [-0.17, -0.03, -0.03], [-0.28, 0.02, -0.06], [-0.09, -0.08, -0.37], [0.29, -0.04, -0.17], [-1.08, 0.28, -0.29], [0.50, 0.79, -0.09], [-0.49, 0.04, -0.50], [0.60, 0.25, 0.51], [0.18, -0.82, 0.00], [0.12, -0.01, 0.34], [0.05, -0.19, 0.01], [0.15, -0.32, 0.08]]
}

***

{
  "formula": "C4H12N2",
  "method": "ωB97M-V/def2-TZVPD",
  "homo_energy_ev": -8.95,
  "smiles": "NCCCCN",
  "spin_multiplicity": 1,
  "gap_ev": 10.03,
  "de_lowest_kcal_mol": 13.09,
  "species": ["N", "C", "C", "C", "C", "N", "H", "H", "H", "H", "H", "H", "H", "H", "H", "H", "H", "H"],
  "positions_angstrom": [[1.831672, -0.663861, -0.215852], [0.996711, -1.025333, 0.914377], [-0.527482, -1.020197, 0.753083], [-1.210177, 0.349601, 0.679390], [-0.605148, 1.386711, -0.279366], [-0.659615, 0.916294, -1.665025], [1.493605, -1.118656, -1.047976], [1.973034, 0.327189, -0.321019], [1.285169, -2.029943, 1.222342], [1.192939, -0.381343, 1.776471], [-0.850896, -1.620806, -0.106140], [-0.910141, -1.525050, 1.634648], [-1.150835, 0.799193, 1.665087], [-2.264436, 0.286977, 0.412894], [-1.272156, 2.255559, -0.232734], [0.375105, 1.707788, 0.075709], [0.088397, 1.262005, -2.266866], [-0.688042, -0.090729, -1.705556]],
  "forces_ev_per_a": [[0.20, -0.26, 0.51], [-0.38, 0.03, 0.31], [-0.27, 0.15, -0.54], [0.61, 0.57, -0.15], [-0.78, -0.10, -0.21], [0.23, 0.13, -0.17], [0.10, 0.32, -0.30], [-0.26, -0.05, -0.31], [0.01, -0.12, 0.09], [0.39, 0.09, -0.13], [0.24, -0.14, 0.02], [-0.25, -0.21, 0.12], [-0.15, 0.13, 0.31], [-0.10, -0.38, 0.12], [0.28, 0.13, 0.20], [0.21, -0.08, -0.14], [-0.31, -0.18, 0.38], [0.22, -0.03, -0.11]]
}

***

{
  "formula": "C4H12N2",
  "method": "ωB97M-V/def2-TZVPD",
  "homo_energy_ev": -7.74,
  "smiles": "CNC(C)(C)N",
  "spin_multiplicity": 1,
  "gap_ev": 8.82,
  "de_lowest_kcal_mol": 73.39,
  "species": ["C", "N", "C", "C", "C", "N", "H", "H", "H", "H", "H", "H", "H", "H", "H", "H", "H", "H"],
  "positions_angstrom": [[-2.008173, -0.488329, -0.495011], [-0.436228, 0.163741, -1.134415], [0.422262, 0.106014, 0.001636], [1.911278, -0.005661, -0.371371], [0.196679, 1.285242, 0.954157], [-0.006349, -1.150165, 0.664756], [-2.319413, -1.277283, 0.188021], [-2.423838, -0.761643, -1.460999], [-2.404893, 0.447361, -0.114807], [0.017483, 0.065383, -2.039445], [2.237700, 0.903166, -0.883112], [2.086604, -0.846928, -1.051528], [2.543126, -0.144726, 0.512522], [0.841982, 1.218216, 1.836953], [0.417244, 2.222315, 0.437667], [-0.836888, 1.329818, 1.307077], [0.170090, -1.938776, 0.046296], [-0.408666, -1.127745, 1.601604]],
  "forces_ev_per_a": [[0.94, 1.79, -3.34], [-2.50, -0.06, 1.53], [0.04, -1.62, 1.27], [-0.10, 0.31, -0.23], [0.15, 0.02, 0.16], [1.81, 0.90, 0.79], [1.40, -0.19, 0.00], [-0.48, 0.43, -0.05], [-0.11, -0.01, -0.28], [-0.88, -0.83, 0.07], [0.05, 0.01, -0.02], [-0.12, 0.03, 0.12], [-0.27, 0.05, -0.12], [-0.03, -0.04, -0.12], [-0.03, -0.12, 0.02], [0.03, -0.05, -0.13], [-0.51, -0.04, 1.14], [0.59, -0.60, -0.80]]
}

***

{
  "formula": "C4H12N2",
  "method": "ωB97M-V/def2-TZVPD",
  "homo_energy_ev": -8.95,
  "smiles": "C[C@H](N)CCN",
  "spin_multiplicity": 1,
  "gap_ev": 10.00,
  "de_lowest_kcal_mol": 30.50,
  "species": ["C", "C", "N", "C", "C", "N", "H", "H", "H", "H", "H", "H", "H", "H", "H", "H", "H", "H"],
  "positions_angstrom": [[-1.894298, 1.093756, -0.298991], [-0.752783, 0.147823, 0.109641], [-0.430822, 0.297080, 1.547647], [0.452876, 0.377713, -0.803202], [1.747757, -0.421940, -0.486090], [1.585978, -1.787392, 0.124751], [-2.860647, 0.601780, -0.344788], [-1.577210, 1.633024, -1.189185], [-1.993603, 1.890415, 0.445202], [-1.064560, -0.885664, -0.099397], [-1.324297, 0.227897, 2.026484], [0.035462, -0.569242, 1.794438], [0.151665, 0.132449, -1.824073], [0.727674, 1.428838, -0.667294], [2.063542, 0.185775, 0.368289], [2.473929, -0.432123, -1.287600], [1.532033, -1.501067, 1.077508], [1.127297, -2.419124, -0.493347]],
  "forces_ev_per_a": [[0.72, 0.48, 0.77], [-0.10, -0.56, -0.45], [-0.21, -0.31, -0.60], [0.45, -0.45, -0.09], [-1.14, -0.15, 1.76], [1.79, 3.04, -1.72], [-0.03, -0.02, -0.46], [-0.61, -0.26, -0.41], [0.07, -0.10, 0.15], [-0.17, 0.04, 0.13], [0.06, 0.20, 0.22], [0.11, 0.10, 0.32], [-0.24, 0.47, -0.08], [-0.05, 0.08, -0.61], [1.07, -0.21, -0.29], [0.06, 0.25, -0.20], [-0.97, -1.94, 0.59], [-0.83, -0.66, 0.96]]
}

***

{
  "formula": "C4H12N2",
  "method": "ωB97M-V/def2-TZVPD",
  "homo_energy_ev": -8.80,
  "spin_multiplicity": 1,
  "gap_ev": 9.62,
  "de_lowest_kcal_mol": 84.70,
  "species": ["C", "C", "N", "N", "H", "H", "H", "H", "H", "H", "C", "C", "H", "H", "H", "H", "H", "H"],
  "positions_angstrom": [[0.766593, 2.611282, 2.366406], [0.422415, 1.739926, 1.242401], [0.357069, -0.295915, 1.428900], [0.107668, 1.808940, 0.073822], [-0.622678, -0.085554, 1.269647], [1.182778, -0.199110, 0.849710], [-0.062953, 0.830657, -0.335064], [0.735178, 3.656047, 2.050826], [1.763346, 2.365327, 2.731874], [0.057296, 2.450429, 3.177651], [-0.505560, -2.500545, -1.446559], [-0.670224, -1.221909, -2.263654], [-0.949660, -1.440167, -3.294496], [-1.446686, -0.582784, -1.838338], [-1.433583, -3.074971, -1.432070], [-0.225913, -2.272175, -0.416433], [0.266098, -3.140377, -1.878427], [0.258817, -0.649099, -2.286198]],
  "forces_ev_per_a": [[0.04, 0.14, 0.13], [-0.03, -3.64, 0.72], [0.78, 2.71, 2.94], [-0.54, 0.08, -1.96], [0.62, -0.59, -1.29], [-1.13, -0.42, -0.97], [0.27, 1.81, 0.43], [0.00, -0.06, -0.02], [-0.06, -0.02, 0.00], [0.05, -0.02, 0.00], [-0.02, 0.04, -0.10], [0.02, -0.07, 0.13], [0.00, 0.03, -0.01], [-0.02, 0.02, -0.03], [0.03, 0.02, 0.05], [-0.01, -0.07, -0.03], [0.00, 0.01, 0.05], [0.01, 0.02, -0.04]]
}